# 1
C3H51O23 | wB97M-V/def2-TZVPD

Values from the calculation:
Total charge = -1
E_tot = -1875.5170 Eh
E_HOMO = -6.60 eV
Relative energy (zero: lowest compared OMol25 entry of this formula, charge and spin) = 5.1 kcal per mole
M = 455.4 g/mol

```
77
C3H51O23 (wB97M-V/def2-TZVPD)
C -1.051 0.432 -0.251
C 0.149 -0.499 -0.572
C 1.306 -0.378 0.357
O -0.289 -1.818 -0.534
H -1.817 0.438 -1.149
H -0.730 1.454 -0.108
H -1.619 0.002 0.611
H 0.383 -0.376 -1.612
H 2.054 -1.105 0.096
H 1.049 -0.523 1.401
H 1.669 0.652 0.262
O 1.410 2.177 -1.944
H 0.547 1.984 -2.313
H 1.615 2.960 -2.442
O 1.237 -3.463 0.834
H 1.281 -4.226 0.292
H 0.563 -2.919 0.378
O 4.427 1.947 -0.796
H 4.527 1.053 -0.372
H 3.744 1.742 -1.467
O 1.001 1.695 3.323
H 0.214 1.192 3.261
H 1.194 1.940 4.191
O 3.139 2.915 1.581
H 3.491 2.647 0.721
H 2.212 2.663 1.740
O 0.218 3.752 0.034
H 0.555 3.112 -0.609
H -0.605 4.075 -0.294
O -3.318 2.486 -2.698
H -3.736 3.062 -3.346
H -3.799 2.583 -1.876
O -1.273 0.038 3.736
H -1.102 -0.476 4.518
H -1.166 -0.646 3.057
O -1.618 -3.974 -0.937
H -1.218 -3.102 -0.783
H -2.262 -4.041 -0.246
O 2.012 -2.522 -1.915
H 2.529 -2.991 -1.303
H 1.276 -2.216 -1.362
O -1.505 2.755 2.158
H -1.080 2.656 1.305
H -1.696 3.635 2.257
O 2.878 -0.112 -2.503
H 2.234 0.558 -2.192
H 2.528 -0.951 -2.204
O 3.792 -2.661 1.261
H 4.191 -3.031 0.473
H 2.888 -2.796 1.022
O -0.790 1.732 -3.235
H -0.946 0.789 -3.378
H -1.655 2.147 -3.115
O -1.056 -1.984 2.084
H -0.950 -2.926 2.119
H -1.182 -1.759 1.171
O 4.888 -0.569 -0.130
H 4.772 -0.881 -1.077
H 5.483 -1.222 0.253
O -4.162 2.615 -0.095
H -4.343 3.126 0.677
H -3.504 1.999 0.218
O -1.577 -1.124 -3.037
H -1.047 -1.266 -2.220
H -1.634 -1.931 -3.547
O 3.726 0.019 2.416
H 3.556 -0.446 1.603
H 3.104 0.769 2.331
O -4.141 -1.956 1.129
H -3.730 -1.830 0.271
H -4.946 -2.400 0.929
O -3.934 -1.546 -1.485
H -3.211 -1.315 -2.046
H -4.323 -2.290 -1.865
O -3.828 0.429 2.303
H -3.028 0.473 2.826
H -3.938 -0.454 1.895
```

---

# 2
C30H28O5S | wB97M-V/def2-TZVPD

Values from the calculation:
E_tot = -1934.2160 Eh
E_HOMO = -6.73 eV
Relative energy (zero: lowest compared OMol25 entry of this formula, charge and spin) = 68.6 kcal per mole
M = 500.6 g/mol

```
64
C30H28O5S (wB97M-V/def2-TZVPD)
C -5.417 -3.157 -1.731
C -4.245 -2.226 -1.713
C -4.381 -0.877 -2.064
C -3.318 0.001 -1.995
C -2.029 -0.429 -1.553
C -0.986 0.525 -1.383
C 0.399 0.173 -1.311
C 0.889 -0.816 -0.422
C 2.230 -0.956 -0.155
C 3.166 -0.196 -0.851
O 4.520 -0.294 -0.507
C 5.310 -1.116 -1.326
C 6.262 -0.490 -2.136
C 6.969 -1.276 -3.054
C 6.778 -2.666 -3.086
C 5.836 -3.273 -2.243
C 5.095 -2.499 -1.340
C 2.731 0.681 -1.857
C 1.379 0.867 -2.087
C -1.876 -1.832 -1.367
C -2.957 -2.696 -1.420
H -5.164 -4.100 -1.233
H -6.256 -2.685 -1.206
H -5.758 -3.384 -2.752
H -5.356 -0.543 -2.428
H -3.443 1.042 -2.284
H -1.267 1.573 -1.505
H 0.180 -1.399 0.159
H 2.549 -1.655 0.617
H 6.403 0.591 -2.073
H 7.680 -0.802 -3.736
H 7.362 -3.292 -3.781
H 5.663 -4.353 -2.268
H 4.348 -2.929 -0.667
H 3.505 1.207 -2.414
H 1.067 1.556 -2.875
H -0.890 -2.236 -1.185
H -2.800 -3.760 -1.264
C -4.343 -1.735 3.975
C -3.140 -1.623 3.077
O -2.480 -0.351 3.260
C -1.345 -0.228 2.493
C -0.935 1.161 2.573
S 0.643 1.793 2.605
C 0.263 3.489 2.104
C -0.263 3.656 0.824
C -0.663 4.923 0.399
C -0.595 6.022 1.269
C -0.115 5.826 2.571
C 0.292 4.560 3.006
O 1.113 1.870 3.964
O 1.527 1.316 1.568
O -0.873 -1.181 1.869
H -4.856 -2.675 3.753
H -4.064 -1.732 5.033
H -5.036 -0.905 3.812
H -2.440 -2.435 3.293
H -3.454 -1.724 2.030
H -1.568 1.786 3.217
H -0.388 2.786 0.177
H -1.049 5.047 -0.614
H -0.949 7.007 0.946
H -0.076 6.669 3.262
H 0.614 4.400 4.034
```

---

# 3
C12H10Cl3N2O3 | wB97M-V/def2-TZVPD

Values from the calculation:
Total charge = -1
E_tot = -2179.0122 Eh
E_HOMO = -2.79 eV
Relative energy (zero: lowest compared OMol25 entry of this formula, charge and spin) = 0.0 kcal per mole
M = 336.6 g/mol

```
30
C12H10Cl3N2O3 (wB97M-V/def2-TZVPD)
C -2.438 -3.249 -2.746
C -2.863 -2.887 -1.324
C -2.819 -4.086 -0.382
N -4.310 -2.255 -1.344
O -4.952 -2.368 -0.293
O -4.624 -1.676 -2.390
H -1.568 -3.919 -2.701
H -3.252 -3.783 -3.262
H -2.164 -2.343 -3.301
H -1.912 -4.668 -0.598
H -2.785 -3.735 0.655
H -3.689 -4.741 -0.536
Cl -1.958 -1.567 -0.699
C 2.590 0.138 0.489
Cl 2.937 -1.288 -0.330
C 2.054 1.261 -0.380
O 1.514 1.088 -1.466
C 2.156 2.576 0.285
C 2.094 2.605 1.698
C 2.350 3.850 2.299
C 2.877 4.870 1.529
C 2.723 4.788 0.116
N 2.234 3.683 -0.471
C 1.816 1.385 2.379
Cl 0.863 1.460 3.759
C 2.258 0.178 1.833
H 2.157 4.014 3.349
H 3.345 5.767 1.937
H 3.038 5.653 -0.512
H 2.327 -0.751 2.407
```

---

| no. | orbital gap (eV) |
| --- | --- |
| 1 | 8.8 |
| 2 | 3.9 |
| 3 | 4.8 |